[1]
Here is C23H21AuN6 as an isolated structure in a non-equilibrium geometry from the Open Molecules 2025 dataset. Energies are from ωB97M-V/def2-TZVPD.

As for the total charge: +2. The multiplicity is 1. As for the total energy: -1352.736035 Ha. Its LUMO energy is -8.22 eV. The HOMO energy is -14.4 eV. For the energy above the lowest of the compared OMol25 structures with the same formula, charge and spin, the calculation gives 0.0 kJ/mol.

Cartesian coordinates (Å):
Au1 -0.421 -0.001 -0.284
N1 -0.668 -2.071 -0.549
N2 -0.671 2.069 -0.549
N3 0.840 0.000 -1.787
N4 1.145 -2.363 -2.093
N5 -1.406 -0.002 1.503
N6 1.139 2.363 -2.095
C1 -1.332 -0.002 2.651
C2 0.148 4.237 -1.074
C3 2.226 0.697 -3.482
C4 0.228 0.207 4.452
C5 -1.811 3.991 0.275
C6 0.226 -2.846 -1.216
C7 -1.806 -3.994 0.273
C8 3.735 -0.694 -5.299
C9 2.974 -1.420 -4.387
C10 -2.119 1.154 4.659
C11 3.733 0.698 -5.299
C12 -1.672 2.635 0.168
C13 2.227 -0.696 -3.481
C14 0.221 2.845 -1.217
C15 -1.267 0.000 4.109
C16 -0.849 -4.811 -0.333
C17 -1.764 -1.359 4.629
C18 1.346 -1.144 -2.400
C19 0.155 -4.238 -1.072
C20 -0.856 4.809 -0.333
C21 1.343 1.144 -2.400
C22 2.971 1.423 -4.387
C23 -1.669 -2.638 0.166
H1 0.593 1.162 4.074
H2 -0.908 -5.887 -0.235
H3 -2.651 4.398 0.817
H4 -1.784 2.117 4.274
H5 -2.375 1.965 0.640
H6 4.333 1.226 -6.027
H7 -2.373 -1.969 0.638
H8 0.902 -4.827 -1.583
H9 -1.181 -2.183 4.218
H10 -0.916 5.885 -0.235
H11 -2.012 1.163 5.742
H12 0.844 -0.597 4.051
H13 2.956 2.504 -4.394
H14 0.893 4.827 -1.587
H15 -2.647 -4.402 0.815
H16 4.336 -1.222 -6.027
H17 -1.651 -1.367 5.712
H18 -3.173 1.017 4.420
H19 2.961 -2.501 -4.392
H20 0.326 0.207 5.536
H21 -2.817 -1.509 4.395

Atomic partial charges in e from the natural (NBO) method, atoms 1 to 6:
1. Au 1.41
2. N -0.52
3. N -0.52
4. N -0.62
5. N -0.47
6. N -0.59


[2]
Here is a 4-piece molecular cluster, C20H54BN3O3Si overall in a non-equilibrium geometry from the Open Molecules 2025 dataset. Energies are from ωB97M-V/def2-TZVPD.

As for the total charge: 0. The multiplicity is 1. As for the total energy: -1498.526246 Ha. Its LUMO energy is 0.00 eV. The structure (SMILES) is CCCCCB[Si](C)(C)C.COC[C@@H](C)N.COC[C@@H](C)N.COC[C@@H](C)N. The HOMO energy is -9.1 eV.

Cartesian coordinates (Å):
Si1 -5.163 -3.579 -3.871
O1 5.989 5.446 6.594
O2 1.736 -1.154 0.355
O3 2.912 2.565 2.391
N1 5.128 3.761 0.966
N2 8.098 5.666 4.625
N3 0.189 -1.128 -2.090
C1 8.959 6.665 6.676
C2 4.127 4.617 1.622
C3 -6.746 -6.667 -4.580
C4 -6.979 -3.309 -3.297
C5 -5.302 -6.778 -3.816
C6 2.787 3.869 1.815
C7 -1.348 -0.533 -0.292
C8 6.470 5.062 7.873
C9 1.430 -0.063 1.210
C10 7.883 6.748 5.598
C11 -4.882 -2.950 -5.690
C12 -0.419 -1.611 -0.840
C13 0.660 -2.078 0.166
C14 -4.061 -2.439 -2.711
C15 6.439 6.729 6.152
C16 -9.354 -6.706 -6.445
C17 -6.611 -6.408 -6.226
C18 -8.028 -5.830 -6.864
C19 4.718 5.168 2.915
C20 3.102 2.560 3.797
B1 -4.480 -5.368 -3.645
H1 5.163 2.879 1.487
H2 -4.633 -2.231 -1.686
H3 3.946 5.641 3.532
H4 -9.878 -7.080 -7.443
H5 6.300 7.479 6.940
H6 4.775 3.486 0.050
H7 2.748 1.603 4.187
H8 5.212 4.399 3.518
H9 -7.190 -2.140 -3.262
H10 -5.680 -5.737 -6.452
H11 0.761 -0.353 2.027
H12 7.430 4.554 7.768
H13 8.020 7.705 5.080
H14 -7.280 -3.846 -2.301
H15 -5.924 -2.505 -6.046
H16 8.721 7.317 7.523
H17 7.783 4.795 5.063
H18 5.763 7.012 5.336
H19 -7.516 -5.928 -4.085
H20 -10.101 -5.966 -5.897
H21 5.768 4.343 8.302
H22 -7.676 -3.730 -4.170
H23 6.556 5.915 8.554
H24 9.928 6.981 6.275
H25 0.719 -1.890 -2.513
H26 1.122 -2.987 -0.236
H27 -4.522 -3.856 -6.367
H28 -8.205 -4.688 -6.595
H29 0.995 0.751 0.627
H30 3.930 5.474 0.966
H31 9.098 5.648 7.060
H32 -1.040 -2.483 -1.078
H33 -4.618 -7.488 -4.488
H34 -3.951 -1.404 -3.287
H35 -3.316 -5.461 -3.376
H36 -2.252 -0.459 -0.907
H37 -7.945 -5.878 -8.043
H38 -4.049 -2.110 -5.642
H39 -2.996 -2.884 -2.518
H40 0.218 -2.357 1.130
H41 0.908 -0.445 -1.835
H42 -7.249 -7.747 -4.496
H43 2.547 3.364 4.291
H44 -5.362 -7.336 -2.762
H45 2.363 0.309 1.639
H46 4.167 2.630 4.025
H47 2.346 3.710 0.823
H48 2.066 4.472 2.379
H49 -9.136 -7.651 -5.790
H50 -0.891 0.462 -0.291
H51 7.450 5.792 3.847
H52 -6.463 -7.499 -6.685
H53 5.478 5.926 2.695
H54 -1.661 -0.764 0.731

Atomic partial charges in e from the Löwdin method, atoms 1 to 6:
1. Si 0.48
2. O -0.20
3. O -0.19
4. O -0.22
5. N 0.04
6. N 0.04